DFT (the ωB97M-V functional and the def2-TZVPD basis) results for a structure of composition C4H12O3Si2 in a non-equilibrium geometry.

```
21
Properties=species:S:1:pos:R:3:lowdin_charge:R:1
C 0.69 -0.97 -2.38 -0.039
C 1.27 -1.22 -1.22 -0.213
C 0.94 1.40 2.00 -0.145
C 3.74 -1.12 1.13 -0.196
O 0.54 1.03 0.69 -0.284
O 2.39 -0.97 1.41 -0.356
O -1.96 -0.49 -0.21 -0.457
Si -2.70 0.73 -0.56 0.617
Si 0.86 -0.56 0.44 0.538
H 0.77 -1.65 -3.23 0.071
H 0.16 -0.08 -2.51 0.026
H 1.76 -2.15 -1.12 0.055
H 0.11 1.97 2.38 0.083
H 1.78 2.13 1.90 0.099
H 1.26 0.58 2.55 0.037
H 3.84 -2.22 1.17 0.090
H 4.38 -0.47 1.75 0.076
H 4.00 -0.64 0.18 0.070
H -0.09 -1.29 1.27 0.034
H -3.46 1.00 -1.94 -0.047
H -3.05 1.75 0.49 -0.058
```

Values from the calculation:
highest occupied orbital energy	-0.3471	Eh
E_LUMO	-0.590	eV
gap between HOMO and LUMO	0.32543	Ha
energy above the lowest of the compared OMol25 structures with the same formula, charge and spin	84.1	kcal/mol